(1)
This record from the Open Molecules 2025 dataset describes a single C11H16N2S molecule. The level of theory is wB97M-V/def2-TZVPD.

Element x y z (Å)
C -1.17 1.80 1.84
H 0.74 -1.22 0.58
H -0.94 0.98 3.88
H 3.19 -1.07 -3.10
H 1.83 -0.21 1.22
C -0.50 -1.74 -2.62
C 0.26 -2.52 -3.55
H 0.43 1.43 3.07
C 0.08 -0.76 -1.85
H -0.25 -3.29 -3.97
H -2.60 0.19 -1.73
C 1.40 -0.53 -2.15
C -0.48 0.94 2.86
H -1.41 2.80 2.25
H 1.87 0.22 -1.52
C -0.18 1.98 0.60
N -0.55 0.08 -0.95
C 2.15 -1.25 -3.09
H -1.13 -1.07 2.14
H -0.62 2.40 -0.26
C 1.54 -2.18 -3.91
C -0.16 -0.45 2.35
H -1.53 -1.88 -2.61
H 0.83 2.34 0.64
C 0.73 -0.38 1.15
H -2.20 1.50 1.45
N 0.26 0.63 0.10
S -2.25 -0.35 -0.68
H 0.45 -1.06 3.12
H 2.14 -2.99 -4.37

As for the SMILES: SN(c1ccccc1)N1CCCCC1. As for the energy above the lowest of the compared OMol25 structures with the same formula, charge and spin: 100.0 kcal/mol. The HOMO-LUMO gap is 8.403 eV. Its multiplicity is 1.

***

(2)
This record from the Open Molecules 2025 dataset describes a molecular structure, C11H16N3PS2. The level of theory is wB97M-V/def2-TZVPD.

Element x y z (Å)
S 0.02 4.02 -1.20
H -0.33 3.42 3.03
C -0.47 -0.98 -0.92
P 1.94 -0.84 2.56
H 1.93 0.51 -1.54
C 0.67 1.57 2.71
C 1.90 -0.02 -0.59
H 1.38 -1.76 -1.69
H -0.58 -1.78 -2.89
N 0.75 2.61 -1.23
C -2.58 -1.45 -2.26
N -3.50 -1.85 -1.18
H -2.61 -0.37 -2.42
C 1.03 -1.27 -0.78
H 2.92 -0.31 -0.34
H 1.21 -1.98 0.03
C -1.16 -1.87 -1.96
C 0.18 3.07 0.95
H -0.65 0.06 -1.22
H -3.04 -1.74 -0.28
H 0.64 1.32 3.76
H -0.95 -1.13 0.05
C 1.35 0.92 0.45
H -4.31 -1.25 -1.15
S 3.57 -1.68 1.92
H 2.05 -0.42 3.89
H -1.15 -2.91 -1.63
H -2.93 -1.91 -3.19
C 0.12 2.74 2.33
H 0.82 -1.69 2.62
N -0.30 4.17 0.37
C 0.79 2.16 0.03
C 1.29 0.65 1.79

The HOMO-LUMO gap is 7.976 eV. Its multiplicity is 1.

***

(3)
This record from the Open Molecules 2025 dataset describes 2 unconnected molecules or ions with the total composition C11H16NP. The level of theory is wB97M-V/def2-TZVPD.

Element x y z (Å)
H -1.58 -1.68 -1.82
C -1.29 0.22 -0.92
H 0.69 -3.26 1.14
H -2.21 0.83 -1.37
C 4.00 -2.63 0.43
H 0.83 -0.18 -1.16
C 0.05 -3.14 0.23
N -0.09 -1.05 1.17
C 0.19 3.52 0.07
H 5.02 -3.00 0.32
C 0.04 0.64 -1.20
H -0.27 0.70 2.27
C -0.38 -1.77 0.13
C -1.48 -1.25 -0.79
C -2.19 2.77 0.24
C -0.30 0.27 1.32
C -0.56 1.03 0.12
H -2.50 3.78 0.36
H 3.74 -2.55 1.53
H -3.01 2.17 0.43
P 3.15 -1.76 -0.72
H -2.37 -1.53 -0.25
H -0.11 4.58 0.31
H 0.67 3.46 -0.88
C -0.90 2.44 0.19
H -0.81 -3.80 0.51
H 0.38 1.42 -1.91
H 0.80 3.35 0.89
H 0.48 -3.57 -0.63

As for the energy above the lowest of the compared OMol25 structures with the same formula, charge and spin: 138.6 kcal/mol. The HOMO-LUMO gap (alpha / beta) is 5.793 / 8.173 eV. Its multiplicity is 1.

***

(4)
This record from the Open Molecules 2025 dataset describes a gas-phase ion, C11H16NS2 (charge +1). The level of theory is wB97M-V/def2-TZVPD.

Element x y z (Å)
N -2.97 0.77 -0.40
H -2.67 -2.36 -1.64
H -3.84 0.97 -0.91
H 1.64 2.32 1.55
C 2.34 1.95 -0.38
C 4.04 -1.63 -0.13
C 2.78 -1.75 0.25
C 2.85 0.54 -0.22
H -3.96 -0.95 0.08
H -0.24 1.18 1.81
C -2.11 -1.14 0.83
H 0.74 3.06 0.56
C -3.00 -0.69 -0.31
C 2.05 -0.51 0.31
H -2.36 -2.10 1.38
H 4.79 -2.33 -0.20
C -2.62 -1.22 -1.71
H -3.02 1.30 0.44
H -1.67 -0.99 -1.84
H -0.71 1.12 0.25
C 0.15 1.04 0.81
H 3.01 2.77 -0.20
C 1.21 2.17 0.65
C 0.65 -0.37 0.54
H 1.92 2.33 -1.30
S -0.35 -1.74 0.64
H -2.21 -0.29 1.63
S 4.44 0.05 -0.59
H 2.33 -2.64 0.51
H -3.21 -0.86 -2.44

The net charge is +1. As for the energy above the lowest of the compared OMol25 structures with the same formula, charge and spin: 49.6 kcal/mol. The HOMO-LUMO gap is 7.786 eV. Its multiplicity is 1.

***

(5)
This record from the Open Molecules 2025 dataset describes a single C11H16Si molecule. The level of theory is wB97M-V/def2-TZVPD.

Element x y z (Å)
C 0.56 -1.71 -2.20
C -0.85 1.93 0.60
H 2.15 -1.04 1.99
H 3.50 1.34 1.08
C 2.66 0.74 0.68
C -3.41 0.97 -0.22
H -3.95 3.07 0.17
H 1.28 0.33 2.53
C -2.32 0.12 0.00
H 1.31 -2.18 -2.72
Si 0.22 -0.84 0.63
H -4.38 0.53 -0.59
C 1.85 -2.80 -0.44
H 2.18 -2.90 0.62
H -0.39 -2.32 -2.45
H 2.25 -3.54 -1.07
H -0.52 -1.85 1.43
H 0.14 2.31 0.62
H 0.31 -0.59 -2.32
C 1.02 -1.85 -0.79
C -1.90 2.77 0.30
H -2.45 -0.94 -0.19
C -3.15 2.32 -0.05
C 1.71 -0.10 1.58
H 2.96 0.21 -0.24
C -1.04 0.56 0.40
H 2.02 1.57 0.37
H -1.76 3.88 0.31

As for the SMILES: C=C(C)[Si@@H](CC)c1ccccc1. As for the energy above the lowest of the compared OMol25 structures with the same formula, charge and spin: 53.0 kcal/mol. The HOMO-LUMO gap is 10.018 eV. Its multiplicity is 1.

***

(6)
This record from the Open Molecules 2025 dataset describes 3 unconnected molecules or ions with the total composition C11H17B3F2O10S. The level of theory is wB97M-V/def2-TZVPD.

Element x y z (Å)
H -7.37 -0.61 -2.33
C 7.57 1.09 0.23
O 8.77 0.36 0.08
H -6.42 -2.99 -3.99
H -3.75 -0.65 0.16
C -6.33 -1.94 -3.68
F 1.83 3.18 3.14
F 3.79 -1.59 1.33
O -0.07 3.16 1.51
H -7.95 -2.29 -2.29
O -4.98 -1.67 -3.33
H -3.74 1.21 1.90
C 2.64 -0.76 1.53
O -3.84 -1.81 -1.38
H -4.15 -0.68 3.31
B 1.40 1.19 0.27
O 0.30 1.71 -0.52
C -4.88 -1.81 -1.98
O -6.11 -1.94 -1.41
H 7.48 1.80 -0.60
B -0.60 2.27 0.50
H -1.95 -1.10 0.57
H -2.75 2.92 0.66
H 1.91 -0.80 -0.66
H 5.58 0.38 -0.26
H -2.05 0.87 2.52
O 7.11 -0.98 -0.63
C -2.20 1.92 0.44
O 2.23 2.18 0.93
S -3.58 -1.63 2.45
C -2.92 -0.64 0.98
H 0.52 -0.84 0.61
H 7.56 1.64 1.17
C -7.07 -1.65 -2.41
O 9.27 -1.58 -0.98
C 1.57 -0.42 0.38
C 8.46 -0.81 -0.55
O 2.50 -0.28 2.69
H 6.30 -0.40 1.17
C -2.69 0.87 1.56
H -2.53 1.55 -0.61
H -6.66 -1.31 -4.50
B 1.30 2.86 1.84
C 6.51 0.02 0.18

As for the SMILES: O=C(F)CB1OB(F)OB(CCCS)O1.O=C1OCCO1.O=C1OCCO1. The HOMO-LUMO gap is 8.937 eV. Its multiplicity is 1.

***

(7)
This record from the Open Molecules 2025 dataset describes a molecular structure, C11H17BCaN6O3S. The level of theory is wB97M-V/def2-TZVPD.

Element x y z (Å)
C 0.76 2.96 -0.14
N 1.01 -0.82 -2.06
H 0.05 -2.57 1.47
H 0.09 0.42 -3.73
H -1.67 -2.06 1.44
C 1.01 3.71 -1.31
H 0.83 3.25 0.91
B 0.03 0.29 -2.53
N 0.40 1.62 -1.82
N -1.72 -0.30 -0.80
H -1.23 0.02 4.37
N 0.40 1.71 -0.47
C -0.65 -1.75 1.73
C 1.87 -1.58 -2.78
H 1.93 -1.47 -3.86
C 0.76 2.82 -2.36
H 2.30 -2.49 0.35
H -4.61 -0.83 -2.30
H -0.44 1.63 4.64
O 1.57 0.21 2.27
C 2.56 -2.42 -1.90
H -3.49 -0.80 0.24
H -1.02 0.73 1.71
C -2.52 -0.29 -2.87
O 2.38 0.56 4.67
N -1.41 -0.11 -2.11
C -3.02 -0.61 -0.73
H 3.32 -3.15 -2.14
H -0.25 0.32 5.85
O 1.45 -1.54 4.20
C 2.05 -2.09 -0.63
H -0.63 -1.60 2.82
Ca -0.14 -0.05 0.68
H 0.82 2.94 -3.44
S 1.18 -0.05 3.93
C -0.33 0.54 4.76
H 1.31 4.75 -1.39
C -3.58 -0.62 -2.02
N 1.12 -1.13 -0.74
H -2.47 -0.18 -3.95

The HOMO-LUMO gap (alpha / beta) is 6.454 / 5.479 eV. Its multiplicity is 1.

***

(8)
This record from the Open Molecules 2025 dataset describes a molecular structure, C11H17BN6OPt. The level of theory is wB97M-V/def2-TZVPD.

Element x y z (Å)
N 0.50 1.64 -0.08
N 0.53 1.62 -1.48
H 0.24 0.50 -3.50
H 0.34 1.08 5.21
B 0.18 0.35 -2.31
C -2.85 -0.54 -0.34
C -2.39 -0.24 -2.50
H -2.37 -0.13 -3.57
C 0.06 0.12 4.69
N 1.13 -0.73 -1.73
H -1.58 -2.11 1.65
H 0.95 3.25 1.31
C -0.57 -1.83 1.97
H 2.09 -1.44 -3.48
H 0.96 3.00 -3.01
H -0.58 -1.76 3.05
H -1.01 0.82 1.81
H 2.39 -2.41 0.74
C 2.13 -1.98 -0.21
H -4.43 -0.77 -1.84
C 0.89 2.83 -1.94
N 1.20 -1.01 -0.37
N -1.25 -0.04 -1.81
C 2.65 -2.33 -1.47
C 1.11 3.66 -0.86
H 3.41 -3.07 -1.69
C -3.41 -0.55 -1.61
H -3.30 -0.74 0.64
N -1.52 -0.23 -0.46
Pt -0.12 -0.11 1.00
H 0.17 -2.59 1.69
O 0.47 0.57 3.47
H -1.00 -0.16 5.02
H 1.41 4.70 -0.93
C 0.86 2.89 0.29
H 0.72 -0.71 5.05
C 2.01 -1.52 -2.39

As for the energy above the lowest of the compared OMol25 structures with the same formula, charge and spin: 16.0 kcal/mol. The HOMO-LUMO gap (alpha / beta) is 7.434 / 7.465 eV. Its multiplicity is 3.

***

(9)
This record from the Open Molecules 2025 dataset describes a molecular structure, C11H17BN6Pb. The level of theory is wB97M-V/def2-TZVPD.

Element x y z (Å)
C 0.69 3.01 0.53
N -1.52 -0.09 -1.47
B -0.05 0.32 -1.91
N 1.04 -1.11 -0.05
C 0.70 2.88 -1.70
C 1.81 -1.58 -2.11
H 1.24 4.79 -0.67
N 0.95 -0.81 -1.41
C -2.64 -0.28 -2.21
C 2.48 -2.40 -1.20
H 0.01 0.45 -3.09
H -1.81 -2.15 2.18
H 0.77 3.33 1.57
H -4.71 -0.82 -1.58
H -3.61 -0.79 0.90
C 1.97 -2.08 0.05
C 0.93 3.75 -0.63
H 2.36 -0.56 2.63
N 0.34 1.67 -1.18
C -3.12 -0.59 -0.05
H 2.25 -2.51 1.02
H -0.06 -2.71 2.24
H -2.60 -0.17 -3.27
H 1.24 0.24 3.87
H 3.25 -3.15 -1.42
C -0.80 -1.97 2.54
H -1.43 1.02 2.69
Pb -0.19 0.01 1.88
H 2.08 1.28 2.57
C -3.68 -0.60 -1.34
C 1.72 0.29 2.87
H 0.76 3.01 -2.76
H -0.75 -1.70 3.61
N 0.33 1.75 0.20
N -1.82 -0.27 -0.13
H 1.88 -1.48 -3.18

As for the energy above the lowest of the compared OMol25 structures with the same formula, charge and spin: 25.9 kcal/mol. The HOMO-LUMO gap is 9.458 eV. Its multiplicity is 1.

***

(10)
This record from the Open Molecules 2025 dataset describes a molecular structure, C11H17Cl2FeYb. The level of theory is wB97M-V/def2-TZVPD.

Element x y z (Å)
H -3.72 -0.30 -2.40
C -0.35 0.76 -0.60
H 0.21 1.71 -0.77
H 2.24 1.02 -0.73
C 0.38 -0.53 2.98
C 2.13 0.38 0.16
H -3.38 -1.27 -3.86
H -0.74 -0.49 -5.50
C -0.33 0.62 3.40
C -0.14 -1.35 1.88
H 1.57 1.52 6.09
Cl 2.63 -2.05 2.99
H -1.22 0.91 2.84
H 3.01 -0.28 0.26
Yb -0.80 -0.68 -2.61
C 0.11 1.35 4.49
H 2.04 0.99 1.07
Cl 0.75 -2.42 -1.31
C -0.03 -0.22 -4.71
H -3.25 -2.02 -2.25
H 2.91 -0.45 5.31
H -1.38 1.03 -0.27
H -1.19 -1.16 1.65
H -0.46 2.23 4.80
H 0.29 0.83 -4.83
Fe 0.55 -0.73 0.05
C 2.01 -0.13 4.77
H 0.12 -2.41 1.93
C -3.07 -1.09 -2.82
C 1.25 0.97 5.20
H 0.86 -0.87 -4.77
C 1.60 -0.84 3.63

The net charge is -1. As for the energy above the lowest of the compared OMol25 structures with the same formula, charge and spin: 0.0 kcal/mol. The HOMO-LUMO gap (alpha / beta) is 5.934 / 7.189 eV. Its multiplicity is 7.

***

(11)
This record from the Open Molecules 2025 dataset describes a molecular structure, C11H17Cl2NO2PSTi. The level of theory is wB97M-V/def2-TZVPD.

Element x y z (Å)
H -1.70 1.69 -3.99
H 1.49 -5.43 0.77
H -3.36 2.52 -1.74
H -3.45 0.83 -1.11
O 1.26 1.51 0.09
C 1.04 -4.73 1.46
C 0.06 -4.96 2.42
H 3.01 3.06 -0.54
H 3.29 3.59 1.18
Ti 0.06 -0.17 -0.07
H -0.16 -1.78 3.71
P -1.15 1.45 -1.61
C 2.59 3.53 0.34
H -2.85 2.14 -0.05
C 1.46 2.60 0.68
C -2.87 1.77 -1.09
Cl -1.79 -0.64 1.07
C -0.36 -3.95 3.31
N 1.56 -3.47 1.35
H -0.20 0.81 -3.74
H -1.76 -0.03 -3.47
C -0.58 3.18 -1.85
H 0.43 3.18 -2.29
H -1.25 3.73 -2.53
C 1.11 -2.43 2.15
H -0.36 -5.94 2.47
S 1.72 -0.87 1.74
C 0.17 -2.68 3.15
H 2.27 4.56 0.11
Cl 0.27 3.25 1.72
H -1.09 -4.14 4.08
C -1.22 0.93 -3.36
O 0.39 -2.14 -2.52
C 0.28 -1.43 -1.58
H -0.57 3.71 -0.89
H 2.25 -3.25 0.65

The net charge is +2. The HOMO-LUMO gap (alpha / beta) is 6.508 / 6.845 eV. Its multiplicity is 2.

***

(12)
This record from the Open Molecules 2025 dataset describes a molecular structure, C11H17FN5O2S. The level of theory is wB97M-V/def2-TZVPD.

Element x y z (Å)
C -2.27 -2.14 0.12
H -1.21 0.26 -1.14
H 2.52 3.61 0.26
N -2.67 1.81 0.22
C -0.69 -2.49 0.36
H -1.14 3.19 1.69
C 0.94 0.72 -0.60
H -0.62 4.19 -0.37
C 3.55 1.29 0.18
C 2.13 1.72 -0.24
H -2.72 -1.58 1.01
H -0.64 -3.64 0.33
H 0.83 -2.87 -1.25
H -0.40 1.58 -2.15
H -2.43 -1.60 -0.89
N -0.57 2.45 1.22
H -3.89 -4.98 1.71
H -1.24 3.52 -1.75
C 0.20 -1.97 -0.88
C 3.89 -0.24 0.29
H 4.33 2.12 0.39
H -2.87 -3.14 0.03
F -0.22 -2.01 1.65
H -0.47 -1.69 -1.77
N -1.39 3.60 -0.73
C 2.71 -1.24 -0.06
O 1.87 3.14 -0.32
S 4.87 -2.45 0.58
O -3.95 -4.58 0.84
C -0.51 1.19 -1.07
H -2.69 1.18 1.03
H -0.57 1.60 1.81
C 1.25 -0.82 -0.52
N 3.23 -2.59 0.06
N 5.18 -0.75 0.70
H -3.10 1.38 -0.61
C -1.25 2.23 -0.09

The net charge is -1. The HOMO-LUMO gap is 3.712 eV. Its multiplicity is 1.

***

Calculated strongest force on any atom in order - 4.287 0.640 4.685 6.868 3.604 6.107 10.581 3.619 1.526 3.039 8.851 6.342 eV Å⁻¹